No. 1
ORCA calculation (ωB97M-V/def2-TZVPD) on one molecule with the formula C15H20N6OS in a non-equilibrium geometry.

Structure (XYZ):
```
43
Properties=species:S:1:pos:R:3:forces:R:3:nbo_charge:R:1
S -0.34729 -2.14661 -0.62972 0.1 0.0 0.3 0.26
O -0.56047 0.31464 1.69956 0.1 0.2 0.2 -0.69
N 2.23571 -2.95758 -0.43296 -0.8 -0.6 0.0 -0.26
N -2.61985 -0.24418 0.99158 -0.1 0.1 0.1 -0.43
N 2.03944 -0.77437 -0.32433 0.7 -0.9 0.2 -0.17
N 3.45022 -2.44952 -0.31298 1.1 0.3 0.0 -0.27
N 6.70181 1.42530 0.12309 0.4 0.3 0.0 -0.41
N 1.48161 0.49089 -0.27802 -0.4 0.8 -0.3 -0.64
C -2.76533 1.98963 -0.05463 -0.3 0.0 0.1 -0.41
C -4.54839 -0.57628 -0.55814 0.3 -0.1 -0.1 -0.41
C -3.04076 1.13276 1.18291 0.3 0.5 0.1 -0.23
C 5.66144 1.78756 -0.60525 -0.2 0.1 -0.1 0.04
C 4.53154 1.00296 -0.77742 0.1 -0.2 0.1 -0.27
C 6.66917 0.23742 0.70594 -0.1 -0.3 0.1 0.04
C -3.88457 0.30656 -1.61769 -0.3 0.2 0.0 -0.41
C 4.48685 -0.23579 -0.13719 0.4 0.4 0.1 -0.05
C -3.76689 1.76645 -1.18303 0.3 -0.1 0.0 -0.39
C -1.35381 -0.54141 1.31323 0.2 -0.4 0.1 0.68
C -0.87411 -1.96516 1.13424 0.1 0.0 -0.4 -0.61
C -3.55088 -1.19823 0.41999 -0.4 -0.3 0.0 -0.20
C 3.35448 -1.13587 -0.25203 -0.6 0.0 0.0 0.27
C 1.37971 -1.96738 -0.43955 -0.6 0.5 -0.1 0.10
C 5.59569 -0.63018 0.61273 -0.2 0.1 -0.1 -0.22
H 5.73707 2.75756 -1.07934 -0.1 0.1 -0.1 0.19
H 0.69375 0.50752 0.38074 0.3 -0.2 0.0 0.41
H -4.09825 1.14884 1.44727 0.0 0.0 0.0 0.20
H 5.59752 -1.59323 1.09617 0.0 -0.1 0.1 0.24
H 0.00479 -2.13530 1.75352 -0.1 0.1 0.0 0.26
H -4.75117 2.12392 -0.86935 -0.1 0.0 0.0 0.19
H -2.89653 -0.09025 -1.85787 0.1 0.0 -0.1 0.21
H 3.73388 1.33327 -1.42580 -0.1 0.0 0.0 0.23
H -2.46143 1.52636 2.02229 -0.2 -0.1 -0.1 0.24
H -4.10255 -1.70211 1.22577 0.1 -0.1 -0.1 0.20
H 7.54908 -0.02498 1.27805 0.0 -0.1 0.1 0.20
H -1.75628 1.76615 -0.40579 0.1 0.0 0.0 0.21
H -2.78901 3.04047 0.23892 0.1 0.0 0.0 0.21
H 2.18115 1.15291 0.04701 0.0 -0.3 0.0 0.37
H -2.98200 -1.94693 -0.13374 -0.1 0.0 0.1 0.20
H -4.48457 0.27143 -2.52892 0.1 0.0 0.0 0.21
H -5.30928 -0.00212 -0.02754 -0.1 0.0 0.0 0.20
H -1.62355 -2.72296 1.34355 0.0 0.0 0.0 0.24
H -5.05907 -1.40971 -1.04441 -0.1 0.0 0.1 0.22
H -3.45887 2.36751 -2.04087 -0.1 0.1 0.0 0.21
```
Positions in Å, forces in eV/Å.

## Properties
SMILES: Nn1c(SCC(=O)N2CCCCCC2)nnc1-c1ccncc1
LUMO energy: 0.37 eV
Kohn-Sham gap: 9.49 eV
Energy: -37702.313 eV

---

No. 2
ORCA calculation (ωB97M-V/def2-TZVPD) on C15H21AsN6S4SeTc as an isolated structure in a non-equilibrium geometry.

Structure (XYZ):
```
49
Properties=species:S:1:pos:R:3:forces:R:3:nbo_charge:R:1
Tc 0.47932 0.38993 0.28185 -0.7 0.6 0.7 0.26
Se -1.65478 1.42541 0.58444 0.7 0.0 -0.2 0.48
As 1.38622 5.89506 0.88070 1.0 0.7 -0.1 0.98
S 0.01705 4.38806 0.81404 -0.3 -1.0 0.0 -0.15
S 3.36569 4.84975 0.47922 -0.3 0.5 -0.1 -0.05
S 2.95811 2.98261 1.12095 -0.1 -0.2 0.3 0.12
S 1.31493 2.55586 0.04097 -0.2 -0.1 -0.3 0.24
N -0.29242 -1.64102 0.24580 0.2 0.0 0.0 -0.76
N 2.59948 -0.40584 0.52921 0.0 0.1 0.0 -0.80
N -5.70064 -0.84412 0.23767 0.2 0.0 -0.1 -0.33
N 0.65831 -0.11449 2.40853 0.1 -0.2 0.0 -0.55
N 4.24695 -0.53296 -4.79300 0.1 0.0 0.0 -0.15
N 0.59175 0.30880 -1.88045 0.1 0.0 -0.1 -0.46
C -0.51029 0.41582 -2.65642 0.1 -0.1 0.0 0.07
C -0.46525 0.30523 -4.03085 0.0 0.0 0.0 -0.21
C -4.72565 -1.39572 0.95749 -0.2 0.0 0.0 0.08
C 1.88184 -0.05176 -3.86941 0.1 0.0 -0.1 -0.14
C 0.74343 0.05702 -4.65985 0.0 0.0 -0.1 -0.06
C 0.21833 -2.37704 1.43529 -0.1 0.0 0.0 -0.24
C 0.09333 -1.48615 2.65596 0.1 0.0 0.0 -0.25
C -3.23956 0.39697 0.48902 -0.2 -0.2 0.1 -0.23
C -3.47326 -0.82187 1.11986 0.0 0.1 -0.1 -0.31
C -4.24822 1.00264 -0.24701 -0.1 -0.2 0.0 -0.26
C 2.97729 -0.71214 1.95197 0.1 0.0 -0.1 -0.25
C 1.76481 0.09105 -2.49763 -0.2 0.1 0.1 0.07
C 3.18787 -0.31012 -4.41318 -0.2 0.0 0.0 0.20
C 2.06000 0.04364 2.88086 -0.1 -0.1 0.0 -0.24
C -5.45942 0.31901 -0.35375 -0.1 0.0 0.0 0.08
H 2.89725 -1.78512 2.10738 0.0 0.0 0.0 0.23
H 2.65774 0.04198 -1.89347 0.0 0.0 0.0 0.20
H 0.58979 -1.94897 3.51035 0.0 0.0 0.0 0.25
H 1.25430 -2.64266 1.23983 0.0 -0.1 0.0 0.21
H 4.01684 -0.44488 2.13946 0.0 0.0 0.0 0.25
H 2.16628 -0.31136 3.90773 0.0 0.0 0.0 0.25
H -4.12258 1.97170 -0.71186 0.0 0.0 0.0 0.24
H -1.44775 0.59040 -2.15076 0.0 0.0 0.0 0.22
H -0.06056 -2.16112 -0.59966 0.1 0.0 0.0 0.42
H -0.32568 -3.30910 1.59356 0.0 0.0 0.0 0.25
H 0.09735 0.52805 2.95875 0.0 0.0 0.0 0.43
H -1.37765 0.41121 -4.60093 0.0 0.0 0.0 0.27
H -0.95566 -1.35914 2.92424 0.0 0.0 0.0 0.23
H -1.30970 -1.63123 0.26477 -0.1 0.0 0.0 0.42
H 0.80964 -0.04657 -5.73527 0.0 0.0 0.0 0.28
H -2.75992 -1.29005 1.78137 0.1 0.0 0.0 0.21
H 2.28352 1.10868 2.87764 0.0 0.0 0.0 0.21
H -6.27471 0.74770 -0.92405 0.0 0.0 0.0 0.24
H 2.84230 -1.21011 -0.04714 0.0 0.0 0.0 0.42
H 3.20736 0.34214 0.20319 0.1 -0.1 0.0 0.40
H -4.96338 -2.33518 1.44261 0.0 0.0 0.0 0.23
```
Positions in Å, forces in eV/Å.

## Properties
Net charge: +3
LUMO energy (alpha / beta): -11.58 / -11.56 eV
Kohn-Sham gap (alpha / beta): 5.69 / 5.74 eV
Energy: -196534.656 eV

---

No. 3
ORCA calculation (ωB97M-V/def2-TZVPD) on C15H21Cl3CoF4N6Si as an isolated structure.

Structure (XYZ):
```
51
Properties=species:S:1:pos:R:3:forces:R:3:nbo_charge:R:1
Co 0.47261 1.08167 -1.14718 0.0 0.0 -0.1 1.24
Cl -2.34768 3.23194 0.34130 0.0 0.0 0.0 -0.43
Cl -0.38639 4.84394 -1.77462 0.0 0.0 0.0 -0.41
Cl -2.45434 2.50126 -2.83927 0.0 0.0 0.0 -0.45
Si -1.06459 2.92719 -1.30301 0.0 0.1 0.0 0.65
F 4.54844 -0.52577 0.91451 0.0 0.0 0.0 -0.32
F 0.04500 0.04222 3.90082 0.0 0.0 0.0 -0.31
F 0.02846 0.88903 1.37117 0.0 0.0 0.0 -0.34
F 4.52840 -1.30226 3.42681 0.0 0.0 0.0 -0.31
N -0.53958 -1.81126 -0.98787 0.0 0.0 0.0 -0.04
N -1.48552 -2.49769 -0.47914 0.0 0.0 0.0 -0.04
N 1.59275 0.94711 -2.94693 0.0 0.0 0.0 -0.51
N -2.44750 -1.63495 -0.10451 0.0 0.0 -0.1 -0.18
N 2.14896 0.68437 -0.26407 0.0 0.0 0.0 -0.80
N -0.85881 -0.50044 -0.96197 0.1 0.0 0.0 -0.44
C -2.39806 -2.02502 2.79579 0.0 0.0 0.0 -0.61
C -3.67338 -1.62879 2.05759 0.0 0.0 0.0 -0.23
C -3.94886 -0.13282 2.19146 0.0 0.0 0.0 -0.62
C -3.63749 -2.10004 0.60278 0.0 0.0 0.0 -0.21
C -2.04596 -0.40623 -0.40791 -0.1 0.0 -0.1 0.21
C 2.29378 -0.65455 3.74744 0.0 0.0 0.0 -0.40
C 1.16546 0.33356 1.87063 0.0 0.0 0.0 0.29
C 1.16887 -0.09425 3.17493 0.0 0.0 0.0 0.35
C 3.41011 -0.33968 1.61844 0.0 0.0 0.0 0.24
C 1.68196 -0.45315 -3.38232 0.0 0.0 0.0 -0.43
C 2.88933 1.43828 -2.43477 0.0 0.0 0.0 -0.24
C 2.27912 0.24010 1.01218 0.0 -0.1 0.1 0.10
C 3.40401 -0.75991 2.93472 0.0 0.0 0.0 0.37
C 1.13469 1.78836 -4.05820 0.0 0.0 0.0 -0.42
C 3.29793 0.72035 -1.15560 0.0 0.0 0.0 -0.23
H -1.53567 -1.47135 2.41643 0.0 0.0 0.0 0.21
H -2.48362 -1.79043 3.85676 0.0 0.0 0.0 0.23
H 0.14641 1.46312 -4.38005 0.0 0.0 0.0 0.22
H 1.93251 -1.09590 -2.54097 0.0 0.0 0.0 0.22
H 2.76145 2.50356 -2.22553 0.0 0.0 0.0 0.21
H 2.30505 -0.99156 4.77221 0.0 0.0 0.0 0.25
H 2.43744 -0.56972 -4.16854 0.0 0.0 0.0 0.19
H 1.82790 1.72563 -4.90540 0.0 0.0 0.0 0.19
H -4.51384 -1.76593 0.04680 0.0 0.0 0.0 0.22
H 4.14193 1.26702 -0.72556 0.0 0.0 0.0 0.21
H -4.18743 0.11192 3.22638 0.0 0.0 0.0 0.23
H 3.66518 1.33193 -3.20335 0.0 0.0 0.0 0.19
H -4.51466 -2.17312 2.49762 0.0 0.0 0.0 0.21
H -4.78949 0.18530 1.57124 0.0 0.0 0.0 0.21
H -3.58453 -3.18592 0.55270 0.0 0.0 0.0 0.24
H 3.66705 -0.28318 -1.39247 0.0 0.0 0.0 0.19
H -2.18814 -3.09157 2.69881 0.0 0.0 0.0 0.21
H 0.71468 -0.76660 -3.77215 0.0 0.0 0.0 0.21
H -3.07470 0.46583 1.92361 0.0 0.0 0.0 0.21
H -2.59651 0.50311 -0.23084 0.0 0.0 0.0 0.26
H 1.06724 2.82528 -3.73093 0.0 0.0 0.0 0.22
```
Positions in Å, forces in eV/Å.

## Properties
2S+1: 4
LUMO energy (alpha / beta): 0.43 / 0.17 eV
Kohn-Sham gap (alpha / beta): 7.96 / 7.92 eV
Energy: -118781.932 eV